No. 1
Entry from the OMol25 dataset: a cluster of 9 separate species, C39H76Br2N8O13S in total (the ωB97M-V functional and the def2-TZVPD basis).

Last column: Löwdin charge in e.
CARTESIAN COORDINATES (ANGSTROEM)
C  -0.3001  -0.2102  -3.0979  -0.13
C  0.3171  0.3093  -4.4126  -0.76
Br  2.1898  0.7647  -4.1068  0.68
C  -0.5285  1.4563  -4.9739  -0.69
Br  0.3519  2.6493  -6.2040  0.80
C  -1.8003  0.8473  -5.5911  -0.32
O  -1.6196  0.4667  -6.9590  -0.18
S  -2.5384  1.2873  -7.9697  0.58
O  -1.7460  1.9736  -8.9236  -0.22
O  -3.5889  0.4213  -8.3924  -0.22
O  -3.0885  2.3202  -6.9012  -0.16
C  -3.0351  1.7682  -5.5677  -0.25
C  -4.3333  1.0568  -5.1819  -0.05
C  -4.6573  1.1974  -3.6754  -0.38
C  -4.5711  -0.1324  -2.9296  -0.01
O  -5.9518  1.7467  -3.4888  -0.11
C  -5.9621  3.1612  -3.4819  -0.16
C  -5.1602  3.7694  -2.3535  -0.22
C  -4.5750  5.0183  -2.5213  -0.05
C  -3.7985  5.5769  -1.5144  -0.07
C  -3.5859  4.8803  -0.3365  -0.10
C  -4.1763  3.6389  -0.1608  -0.07
C  -4.9659  3.0897  -1.1602  -0.04
H  -0.9390  -1.0744  -3.2864  0.08
H  0.4734  -0.4956  -2.3882  0.04
H  -0.9028  0.5645  -2.6160  0.08
H  0.3605  -0.4964  -5.1444  0.09
H  -0.8331  2.0972  -4.1469  0.09
H  -1.9740  -0.0977  -5.0739  0.15
H  -2.8157  2.6186  -4.9205  0.16
H  -4.2097  -0.0068  -5.4014  0.12
H  -5.1404  1.4490  -5.8004  0.14
H  -3.9046  1.8711  -3.2469  0.13
H  -4.9507  -0.9437  -3.5510  0.07
H  -3.5494  -0.3396  -2.6104  0.08
H  -5.2240  -0.0971  -2.0565  0.08
H  -7.0119  3.4569  -3.4123  0.13
H  -5.5829  3.5563  -4.4353  0.13
H  -4.7131  5.5442  -3.4610  0.11
H  -3.3313  6.5405  -1.6774  0.11
H  -2.9454  5.3028  0.4288  0.09
H  -3.9898  3.0915  0.7558  0.11
H  -5.4101  2.1084  -1.0289  0.11
C  -9.8996  -2.7374  -3.7083  -0.08
N  -8.7622  -2.3236  -2.9122  0.01
C  -7.5443  -2.9175  -2.8087  -0.55
C  -7.3125  -4.1737  -3.6178  -0.01
O  -6.6784  -2.4425  -2.0935  0.03
H  -10.1703  -1.9640  -4.4289  0.08
H  -10.7658  -2.9350  -3.0746  0.08
H  -9.6637  -3.6442  -4.2549  0.07
H  -8.8495  -1.4875  -2.3560  0.14
H  -6.3004  -4.5143  -3.4240  0.08
H  -8.0133  -4.9589  -3.3321  0.08
H  -7.4256  -3.9789  -4.6848  0.08
C  0.7314  5.5460  4.1088  -0.08
N  0.0401  4.7849  3.0884  0.03
C  -0.2418  5.1450  1.8179  -0.55
C  0.2087  6.5124  1.3720  -0.01
O  -0.8295  4.3708  1.0660  -0.01
H  1.6321  5.0200  4.4255  0.07
H  0.0954  5.6734  4.9823  0.07
H  1.0159  6.5211  3.7274  0.07
H  -0.2796  3.8617  3.3361  0.14
H  -0.0798  6.6477  0.3340  0.08
H  -0.2530  7.2922  1.9798  0.08
H  1.2933  6.5825  1.4464  0.07
C  2.3658  1.0927  0.2769  -0.08
N  2.1572  2.5220  0.3808  0.02
C  3.1001  3.4971  0.4792  -0.54
C  4.5444  3.0636  0.4861  -0.01
O  2.7516  4.6648  0.5545  0.03
H  1.9413  0.7085  -0.6545  0.06
H  1.8868  0.5726  1.1106  0.08
H  3.4272  0.8592  0.2928  0.04
H  1.2097  2.8767  0.3823  0.12
H  5.1708  3.9465  0.5720  0.08
H  4.7480  2.3951  1.3221  0.08
H  4.7973  2.5339  -0.4318  0.08
C  5.1841  -3.6798  0.2259  -0.08
N  4.9992  -2.2474  0.3589  0.01
C  5.9584  -1.2909  0.4732  -0.53
C  7.3900  -1.7623  0.4913  -0.01
O  5.6549  -0.1093  0.5557  0.02
H  4.7466  -4.0361  -0.7093  0.08
H  4.7048  -4.2086  1.0529  0.08
H  6.2417  -3.9267  0.2180  0.04
H  4.0593  -1.8843  0.3613  0.13
H  8.0383  -0.8961  0.5806  0.08
H  7.5677  -2.4303  1.3341  0.09
H  7.6360  -2.3042  -0.4213  0.08
C  -7.2688  6.2190  1.4539  -0.08
N  -5.9484  6.2757  2.0434  0.02
C  -5.5725  6.8321  3.2245  -0.55
C  -6.6547  7.4826  4.0595  -0.02
O  -4.4101  6.8070  3.5901  0.03
H  -7.5804  5.1838  1.3020  0.08
H  -7.2812  6.7212  0.4846  0.08
H  -7.9920  6.7041  2.1013  0.07
H  -5.1881  5.8556  1.5298  0.11
H  -6.1916  7.8738  4.9596  0.08
H  -7.1292  8.3014  3.5173  0.08
H  -7.4226  6.7600  4.3381  0.08
C  7.8764  -8.3890  -0.7950  -0.06
N  7.7249  -6.9465  -0.6721  0.02
C  8.6874  -6.0046  -0.5498  -0.54
C  10.1237  -6.4754  -0.5427  -0.01
O  8.4058  -4.8172  -0.4487  0.01
H  7.4498  -8.7297  -1.7400  0.09
H  7.3722  -8.9029  0.0222  0.05
H  8.9278  -8.6550  -0.7767  0.07
H  6.7896  -6.5714  -0.6748  0.13
H  10.7621  -5.6040  -0.4387  0.08
H  10.3067  -7.1557  0.2895  0.08
H  10.3700  -6.9905  -1.4715  0.08
C  7.1495  -11.4251  5.0175  -0.08
N  7.3595  -11.0347  3.6373  0.01
C  6.4298  -10.7101  2.7045  -0.54
C  4.9784  -10.7505  3.1223  -0.01
O  6.7644  -10.3999  1.5711  0.02
H  7.6440  -10.7284  5.6959  0.08
H  7.5460  -12.4246  5.2012  0.08
H  6.0895  -11.4310  5.2474  0.07
H  8.3066  -10.9907  3.2954  0.14
H  4.3745  -10.4684  2.2660  0.08
H  4.6923  -11.7519  3.4451  0.08
H  4.7870  -10.0541  3.9393  0.08
C  3.0659  1.5721  7.7546  -0.08
N  2.2218  2.5088  7.0414  0.01
C  0.8992  2.7639  7.2280  -0.54
C  0.1876  1.9868  8.3122  -0.01
O  0.3200  3.5890  6.5425  0.03
H  3.8915  2.0898  8.2456  0.08
H  3.4836  0.8294  7.0729  0.08
H  2.4898  1.0531  8.5132  0.07
H  2.6391  3.0576  6.3061  0.14
H  -0.8487  2.3085  8.3275  0.08
H  0.2259  0.9149  8.1151  0.08
H  0.6349  2.1769  9.2884  0.08

Results
highest occupied orbital energy: -8.67 eV
frontier orbital gap: 9.07 eV
SMILES: C[C@H](Br)[C@@H](Br)[C@@H]1OS(=O)(=O)O[C@H]1C[C@H](C)OCc1ccccc1.CNC(C)=O.CNC(C)=O.CNC(C)=O.CNC(C)=O.CNC(C)=O.CNC(C)=O.CNC(C)=O.CNC(C)=O
strongest force on any atom: 0.6 eV/A

No. 2
Entry from the OMol25 dataset: a structure of composition C39H76ClIN6O13P2 at a distorted geometry (the ωB97M-V functional and the def2-TZVPD basis).

Last column: Löwdin charge in e.
CARTESIAN COORDINATES (ANGSTROEM)
C  4.2888  6.4407  0.7633  -0.13
C  3.3187  5.1716  0.5046  -0.27
C  3.2544  4.1393  1.7436  -0.17
C  3.6533  2.6480  1.1923  -0.22
N  2.4662  2.1435  0.4633  -0.01
C  2.6607  0.7444  -0.1060  -0.60
N  3.9259  0.1085  0.3153  0.08
C  3.7461  -0.6522  1.4005  -0.29
O  4.0137  -0.9111  2.6082  0.02
O  2.1823  0.6291  -1.4019  -0.17
C  3.0391  0.8250  -2.6074  -0.28
C  4.0226  2.0505  -2.2828  -0.14
C  5.0261  2.5604  -3.4213  -0.10
C  6.2400  3.3451  -2.6584  -0.36
O  7.3966  3.3582  -3.1881  0.03
O  6.0683  4.0635  -1.4390  0.02
C  3.7015  -0.5959  -2.8400  -0.52
I  5.8842  -0.7368  -2.3646  0.93
C  3.6873  -1.3417  -4.2412  -0.34
C  4.0600  -2.9194  -3.9656  -0.17
C  1.7629  1.2522  -3.5726  -0.28
C  1.9008  1.2367  -5.1285  -0.11
C  3.2514  1.4777  -5.9190  -0.20
O  3.4884  2.8739  -6.3500  -0.13
O  1.2544  2.4019  -2.8720  -0.19
C  0.6402  3.4980  -3.4501  -0.65
Cl  0.3569  4.6604  -1.9841  0.67
C  1.5547  4.4580  -4.4246  -0.23
N  1.0630  4.5306  -5.8275  -0.02
C  -0.7928  3.4005  -4.1460  -0.09
C  -2.0089  2.8236  -3.3048  -0.39
O  -2.2371  2.9064  -2.0741  0.03
O  -3.0481  2.1527  -4.0731  0.00
P  0.2696  0.0236  -3.2861  0.77
N  0.7020  -1.5037  -3.2461  -0.15
O  -0.8551  0.1455  -4.6071  -0.22
O  -0.6536  0.3451  -1.9066  -0.20
P  1.3833  -0.2322  1.0065  1.09
C  -0.1299  0.8325  1.3885  -0.23
O  0.7707  -1.5940  0.1514  -0.34
H  5.3622  6.0308  0.7914  0.07
H  4.2382  7.1983  -0.0911  0.07
H  3.9530  6.9189  1.7475  0.08
H  3.7127  4.6497  -0.4480  0.07
H  2.2812  5.5965  0.2055  0.08
H  2.1302  4.0510  2.0228  0.11
H  3.8639  4.4520  2.6579  0.11
H  4.6066  2.7965  0.5797  0.10
H  3.8014  2.0163  2.1470  0.13
H  2.1007  2.7832  -0.2550  0.09
H  3.4784  3.0079  -1.9112  0.12
H  4.7504  1.8392  -1.4005  0.08
H  5.5625  1.7528  -4.0230  0.08
H  4.6190  3.3398  -4.1481  0.10
H  6.8481  3.8227  -0.8828  0.13
H  3.2686  -1.3608  -2.0810  0.09
H  4.5988  -0.9675  -4.8560  0.07
H  2.7191  -1.3838  -4.8288  0.08
H  4.1266  -3.1764  -2.8558  0.05
H  5.0455  -3.1912  -4.4863  0.07
H  3.2472  -3.6196  -4.4086  0.08
H  1.5194  0.2119  -5.5317  0.12
H  1.1317  1.9585  -5.6261  0.13
H  3.1413  0.9281  -6.9422  0.14
H  4.2089  1.0410  -5.4795  0.09
H  4.4674  2.9482  -6.4097  0.10
H  2.6215  4.0764  -4.2967  0.10
H  1.5740  5.5556  -4.0452  0.11
H  0.3000  5.2099  -5.9499  0.08
H  1.8087  4.8014  -6.4932  0.08
H  -1.1026  4.4901  -4.4089  0.15
H  -0.8044  2.8535  -5.1688  0.13
H  -3.1725  1.3138  -3.5521  0.11
H  0.4391  -1.8890  -2.3288  -0.01
H  -1.3572  -0.7140  -4.6076  0.09
H  -0.3327  1.0997  -1.3643  0.05
H  -1.0299  0.6543  0.6732  0.05
H  0.0670  1.9510  1.4958  0.05
H  -0.5158  0.4790  2.4272  0.06
H  -0.2249  -1.5910  0.1633  0.07
C  -0.0442  -5.5798  2.8592  -0.04
C  0.2473  -4.1454  3.3803  -0.46
C  1.3520  -4.1980  4.4611  -0.13
C  0.8717  -4.7495  5.8023  -0.18
C  -0.3742  -4.0122  6.2801  -0.14
C  -1.5024  -3.9753  5.2273  -0.48
N  -1.0202  -3.5272  3.8800  -0.03
O  -0.8256  -2.1719  3.9325  -0.04
C  -2.1535  -5.3742  5.1155  -0.04
C  -2.6501  -3.0842  5.7693  -0.04
C  0.8196  -3.4059  2.1439  -0.06
H  0.6045  -5.8459  2.0180  0.08
H  0.1214  -6.3505  3.6133  0.07
H  -1.0714  -5.6716  2.4884  0.09
H  1.7503  -3.1926  4.6337  0.12
H  2.1924  -4.8030  4.1081  0.13
H  0.6734  -5.8207  5.7196  0.10
H  1.6666  -4.6404  6.5442  0.11
H  -0.7360  -4.4836  7.2000  0.12
H  -0.0875  -2.9911  6.5563  0.12
H  -2.8984  -5.4004  4.3120  0.09
H  -2.6745  -5.6370  6.0423  0.09
H  -1.4422  -6.1811  4.9514  0.06
H  -2.3136  -2.0757  6.0201  0.08
H  -3.0701  -3.5017  6.6912  0.09
H  -3.4665  -3.0041  5.0443  0.08
H  0.0787  -3.3427  1.3466  0.07
H  1.6920  -3.9362  1.7467  0.10
H  1.1643  -2.3974  2.3761  0.02
C  -7.8051  0.2027  1.1149  -0.04
C  -7.2862  -0.8606  2.1219  -0.48
C  -6.5259  -0.1622  3.2736  -0.14
C  -5.1438  0.3506  2.8732  -0.18
C  -4.3215  -0.7541  2.2195  -0.13
C  -5.0507  -1.4430  1.0473  -0.48
N  -6.4425  -1.8632  1.3994  -0.05
O  -6.3525  -2.9725  2.1838  -0.02
C  -5.0816  -0.4934  -0.1740  -0.04
C  -4.1809  -2.6325  0.5603  -0.04
C  -8.5804  -1.4834  2.7100  -0.05
H  -8.7982  0.5726  1.3906  0.08
H  -7.1675  1.0859  1.0594  0.07
H  -7.9083  -0.2152  0.1072  0.09
H  -6.3976  -0.8583  4.1092  0.12
H  -7.1174  0.6733  3.6599  0.12
H  -5.2400  1.2051  2.1993  0.10
H  -4.6219  0.7164  3.7609  0.11
H  -3.3712  -0.3326  1.8749  0.11
H  -4.0635  -1.4937  2.9860  0.11
H  -5.6707  -0.9219  -0.9930  0.09
H  -4.0712  -0.3240  -0.5622  0.08
H  -5.4704  0.4986  0.0468  0.06
H  -3.9594  -3.3451  1.3580  0.07
H  -3.2120  -2.2799  0.1879  0.07
H  -4.6705  -3.1717  -0.2569  0.09
H  -9.1607  -1.9913  1.9358  0.09
H  -9.2166  -0.7070  3.1488  0.08
H  -8.3768  -2.1954  3.5139  0.08

Results
2S+1: 3
highest occupied orbital energy (alpha / beta): -8.48 / -8.48 eV
frontier orbital gap (alpha / beta): 8.62 / 8.28 eV
expectation value of S²: 2.01
strongest force on any atom: 7.0 eV/A

Among the records above, which one has the lowest strongest force on any atom? C39H76Br2N8O13S